Record 1
Molecular formula: C22H17IN2O3
Method: DFT, wB97M-V/def2-TZVPD

Results
SMILES string: O=c1c2cccc(I)c2nc(-c2ccccc2)n1CCc1cc(O)ccc1O
Gap between HOMO and LUMO, eV: 7.714
HOMO, eV: -7.833
Relative energy (zero: lowest compared OMol25 entry of this formula, charge and spin), kJ/mol: 0.0
Max |F|, eV Å⁻¹: 2.87

```
! RIJCOSX wB97M-V def2-TZVPD def2/J DEFGRID3
* xyz 0 1
O 0.83 1.98 1.61
C -0.10 1.86 0.80
C -0.55 3.10 0.17
C 0.01 4.36 0.45
C -0.52 5.54 -0.12
C -1.65 5.43 -0.93
C -2.27 4.18 -1.20
I -4.13 4.11 -2.48
C -1.68 3.01 -0.67
N -2.12 1.75 -0.97
C -1.59 0.65 -0.55
C -2.22 -0.53 -1.08
C -2.93 -1.41 -0.25
C -3.64 -2.49 -0.81
C -3.66 -2.64 -2.21
C -2.98 -1.77 -3.02
C -2.23 -0.75 -2.46
N -0.52 0.64 0.31
C 0.13 -0.58 0.77
C 1.42 -0.74 0.04
C 2.38 -1.51 0.89
C 2.81 -2.73 0.39
C 3.78 -3.50 1.09
O 4.26 -4.73 0.69
C 4.25 -3.01 2.33
C 3.87 -1.74 2.73
C 2.97 -0.98 2.05
O 2.70 0.23 2.61
H 0.89 4.42 1.08
H -0.02 6.49 -0.02
H -2.10 6.28 -1.41
H -2.99 -1.22 0.81
H -4.22 -3.13 -0.17
H -4.24 -3.44 -2.64
H -3.01 -1.91 -4.10
H -1.66 -0.08 -3.11
H 0.30 -0.48 1.82
H -0.46 -1.48 0.68
H 1.86 0.25 -0.20
H 1.21 -1.25 -0.91
H 2.46 -3.10 -0.55
H 4.24 -4.84 -0.25
H 4.89 -3.63 2.94
H 4.25 -1.37 3.67
H 2.00 0.76 2.18
*
```

Results of the Löwdin charge analysis, in e, for atoms 1 through 2: O 0.051; C -0.312

Record 2
Molecular formula: C28H51N13O4P2S
Method: DFT, wB97M-V/def2-TZVPD

Results
Gap between HOMO and LUMO, eV: 6.507
HOMO, eV: -6.523
Max |F|, eV Å⁻¹: 8.21

```
! RIJCOSX wB97M-V def2-TZVPD def2/J DEFGRID3
* xyz 0 1
C 2.11 -0.86 0.68
O 0.70 -0.65 0.82
C 0.08 -0.15 -0.38
P -0.30 -1.54 -1.65
S -0.55 -0.82 -3.47
C -1.35 0.39 0.09
C -1.22 1.75 0.91
C -1.72 3.04 0.18
O -0.70 3.71 -0.59
O -2.30 0.42 -0.97
C -3.64 0.37 -0.52
N -4.47 -0.46 -1.43
P 1.05 1.17 -1.32
N 1.90 2.22 -0.17
O 2.30 0.45 -2.24
H 2.37 -1.66 1.43
H 2.70 0.04 1.00
H 2.42 -1.26 -0.31
H 0.77 -2.51 -1.68
H -1.63 -2.02 -1.27
H -1.70 -0.38 0.84
H -0.17 1.88 1.28
H -1.85 1.62 1.84
H -2.04 3.77 0.98
H -2.60 2.89 -0.49
H -0.98 4.63 -0.76
H -3.78 -0.07 0.51
H -4.10 1.39 -0.53
H -4.26 -0.19 -2.39
H -5.46 -0.30 -1.24
H 1.99 3.12 -0.67
H 2.87 1.86 -0.18
H 2.85 1.17 -2.62
C -1.88 -5.55 -0.27
C -1.22 -4.28 -0.66
N -0.71 -3.28 -0.96
H -2.44 -5.40 0.66
H -2.58 -5.85 -1.05
H -1.14 -6.33 -0.12
C -2.58 -7.27 -4.45
C -2.60 -7.88 -3.10
N -2.61 -8.35 -2.05
H -2.54 -6.18 -4.36
H -1.71 -7.62 -5.00
H -3.48 -7.55 -4.99
C 5.46 -3.09 -0.09
C 5.46 -1.61 0.02
N 5.45 -0.46 0.11
H 6.29 -3.41 -0.73
H 5.58 -3.54 0.89
H 4.52 -3.43 -0.53
C -4.44 -4.26 3.20
C -3.80 -2.97 2.85
N -3.29 -1.98 2.58
H -4.99 -4.16 4.13
H -5.13 -4.56 2.41
H -3.69 -5.04 3.32
C 1.45 -0.27 4.39
C 1.41 -0.95 5.71
N 1.37 -1.48 6.73
H 1.48 0.81 4.53
H 2.35 -0.58 3.85
H 0.57 -0.54 3.81
C 2.16 5.40 1.65
C 2.15 6.88 1.76
N 2.15 8.03 1.85
H 2.98 5.09 1.01
H 2.28 4.95 2.63
H 1.22 5.06 1.21
C 4.64 5.31 -2.26
C 4.38 3.85 -2.40
N 4.19 2.73 -2.51
H 4.37 5.82 -3.18
H 4.04 5.71 -1.44
H 5.69 5.48 -2.05
C -5.30 3.77 -2.74
C -4.89 3.91 -1.33
N -4.57 4.03 -0.23
H -4.42 3.67 -3.37
H -5.92 2.88 -2.86
H -5.86 4.64 -3.06
C 2.75 9.70 -1.93
C 3.73 8.67 -1.50
N 4.48 7.88 -1.15
H 2.26 10.13 -1.07
H 3.27 10.48 -2.49
H 2.00 9.24 -2.58
C 2.70 -5.03 -3.14
C 4.03 -5.33 -2.57
N 5.07 -5.56 -2.12
H 2.71 -5.20 -4.22
H 1.95 -5.68 -2.69
H 2.44 -3.99 -2.95
C -2.27 -2.93 6.51
C -3.69 -3.35 6.58
N -4.80 -3.67 6.63
H -1.70 -3.42 7.30
H -1.85 -3.21 5.54
H -2.19 -1.85 6.63
*
```

Results of the Löwdin charge analysis, in e, for atoms 1 through 2: C -0.153; O -0.244

Record 3
Molecular formula: C2HF2N
Method: DFT, wB97M-V/def2-TZVPD

Results
Gap between HOMO and LUMO (alpha / beta), eV: 10.029 / 7.165
HOMO (alpha / beta), eV: -12.114 / -10.760
Relative energy (zero: lowest compared OMol25 entry of this formula, charge and spin), kJ/mol: 455.8
Max |F|, eV Å⁻¹: 4.34

```
! RIJCOSX wB97M-V def2-TZVPD def2/J DEFGRID3
* xyz 0 1
C -1.87 0.24 0.04
C 0.94 -0.05 0.08
N -2.95 0.52 -0.19
F 1.42 -0.86 1.08
F 0.88 -0.80 -1.00
H 1.58 0.95 -0.01
*
```

Results of the Löwdin charge analysis, in e, for atoms 1 through 2: C -0.148; C -0.123

Record 4
Molecular formula: C22H21NO3
Method: DFT, wB97M-V/def2-TZVPD

Results
SMILES string: O=C(O)CCc1ccc(NCc2cccc(Oc3ccccc3)c2)cc1
Gap between HOMO and LUMO, eV: 8.462
HOMO, eV: -7.730
Relative energy (zero: lowest compared OMol25 entry of this formula, charge and spin), kJ/mol: 90.4
Max |F|, eV Å⁻¹: 0.76

```
! RIJCOSX wB97M-V def2-TZVPD def2/J DEFGRID3
* xyz 0 1
O 6.45 0.58 1.69
C 5.95 0.15 2.69
O 6.39 -0.98 3.27
C 4.80 0.77 3.45
C 3.60 -0.19 3.48
C 3.14 -0.52 2.09
C 2.34 0.37 1.37
C 1.95 0.10 0.08
C 2.36 -1.07 -0.56
N 2.05 -1.36 -1.87
C 1.03 -0.66 -2.60
C -0.38 -0.78 -2.05
C -0.72 -1.75 -1.12
C -2.02 -1.84 -0.66
C -2.99 -0.96 -1.10
C -2.65 0.03 -2.01
O -3.56 0.90 -2.55
C -4.62 1.35 -1.80
C -5.80 1.64 -2.47
C -6.88 2.16 -1.78
C -6.79 2.40 -0.42
C -5.61 2.12 0.25
C -4.52 1.60 -0.43
C -1.35 0.11 -2.49
C 3.16 -1.97 0.16
C 3.54 -1.69 1.46
H 7.11 -1.36 2.75
H 5.13 0.97 4.47
H 4.54 1.70 2.95
H 2.79 0.30 4.04
H 3.88 -1.10 4.01
H 2.01 1.28 1.85
H 1.31 0.80 -0.44
H 2.18 -2.33 -2.13
H 1.04 -1.04 -3.63
H 1.30 0.40 -2.65
H 0.02 -2.45 -0.76
H -2.29 -2.61 0.06
H -4.01 -1.04 -0.74
H -5.85 1.45 -3.53
H -7.79 2.38 -2.31
H -7.63 2.80 0.12
H -5.53 2.31 1.31
H -3.59 1.40 0.09
H -1.11 0.88 -3.20
H 3.48 -2.88 -0.31
H 4.16 -2.40 1.99
*
```

Results of the Löwdin charge analysis, in e, for atoms 1 through 2: O 0.113; C -0.551

Record 5
Molecular formula: C53H83ClF7NO25P
Method: DFT, wB97M-V/def2-TZVPD

Results
Gap between HOMO and LUMO, eV: 8.961
HOMO, eV: -7.182
Relative energy (zero: lowest compared OMol25 entry of this formula, charge and spin), kJ/mol: 162.7
Max |F|, eV Å⁻¹: 1.98

```
! RIJCOSX wB97M-V def2-TZVPD def2/J DEFGRID3
* xyz -1 1
C -1.69 -1.32 -1.02
C -0.84 -0.12 -0.59
C -0.09 -0.45 0.68
N 0.56 0.74 1.33
C -0.46 1.63 1.99
C 1.45 1.53 0.40
C 2.45 2.24 1.30
C 2.41 1.52 2.67
C 1.52 0.30 2.42
H -2.06 -1.09 -2.01
H -2.50 -1.41 -0.28
H -1.15 -2.26 -0.93
H -1.42 0.80 -0.52
H -0.14 0.04 -1.42
H 0.74 -1.13 0.48
H -0.74 -0.88 1.45
H -0.97 1.02 2.72
H -1.07 1.92 1.14
H 0.07 2.53 2.29
H 0.87 2.15 -0.27
H 1.92 0.76 -0.22
H 2.22 3.30 1.42
H 3.45 2.28 0.86
H 2.02 2.10 3.50
H 3.43 1.18 2.87
H 0.95 0.05 3.30
H 2.13 -0.51 2.01
P 2.37 2.43 -3.17
F 1.72 3.40 -2.00
F 3.46 1.76 -2.18
F 1.39 1.19 -2.76
F 2.96 1.60 -4.44
F 1.22 3.04 -4.14
F 3.47 3.57 -3.51
Cl 2.37 -2.94 4.46
O 1.67 -3.16 3.22
O 1.40 -2.63 5.49
O 3.10 -4.13 4.80
O 3.26 -1.82 4.30
C 5.78 0.11 2.91
O 7.14 0.02 3.33
C 7.69 -1.07 3.83
O 8.87 -1.14 4.04
O 6.79 -1.99 4.11
C 7.06 -3.15 4.87
H 5.17 -0.13 3.79
H 5.62 -0.61 2.11
H 5.55 1.12 2.58
H 8.02 -3.15 5.38
H 7.05 -3.96 4.13
H 6.26 -3.31 5.58
C -5.16 -1.77 1.26
O -5.37 -0.35 1.23
C -4.31 0.37 1.60
O -3.25 -0.01 2.03
O -4.67 1.65 1.55
C -3.73 2.65 1.93
H -5.70 -2.19 0.42
H -5.57 -2.19 2.18
H -4.11 -2.01 1.20
H -3.15 2.33 2.78
H -4.28 3.55 2.19
H -3.12 2.91 1.07
C 6.26 2.54 -0.42
O 6.76 3.77 -0.88
C 5.97 4.76 -1.25
O 6.28 5.58 -2.07
O 4.78 4.68 -0.67
C 3.80 5.69 -0.72
H 5.54 2.06 -1.09
H 5.74 2.63 0.54
H 7.07 1.82 -0.28
H 3.95 6.32 -1.59
H 3.76 6.27 0.21
H 2.81 5.28 -0.91
C -1.08 -0.78 6.28
O -0.64 0.28 5.42
C -0.03 1.35 5.87
O 0.17 2.31 5.17
O 0.25 1.28 7.17
C 0.69 2.47 7.80
H -1.73 -1.46 5.75
H -1.58 -0.32 7.14
H -0.19 -1.25 6.69
H -0.09 3.23 7.69
H 1.65 2.84 7.43
H 0.74 2.24 8.86
C -1.43 3.44 -1.60
O -2.65 2.72 -1.44
C -3.80 3.33 -1.62
O -3.99 4.52 -1.67
O -4.74 2.37 -1.58
C -6.03 2.84 -1.96
H -0.60 2.79 -1.89
H -1.16 3.84 -0.62
H -1.44 4.25 -2.32
H -6.72 2.07 -2.34
H -5.99 3.46 -2.86
H -6.55 3.27 -1.11
C 0.59 5.21 3.59
O -0.33 6.30 3.28
C -1.35 5.98 2.49
O -1.54 4.87 2.06
O -2.05 7.05 2.23
C -3.17 6.96 1.37
H 0.07 4.29 3.78
H 1.23 5.57 4.39
H 1.23 5.22 2.70
H -3.47 8.00 1.19
H -4.02 6.49 1.86
H -2.96 6.56 0.38
C 0.82 -6.58 -5.26
O -0.59 -6.46 -5.19
C -1.09 -5.80 -4.17
O -0.55 -5.47 -3.15
O -2.32 -5.38 -4.50
C -3.00 -4.51 -3.60
H 1.15 -7.36 -4.56
H 1.38 -5.70 -4.95
H 1.09 -6.94 -6.24
H -3.79 -4.02 -4.15
H -2.41 -3.83 -2.99
H -3.48 -5.21 -2.90
F -1.35 -3.76 -6.59
C -0.51 -2.72 -6.46
C -0.52 -1.95 -5.30
C 0.30 -0.82 -5.25
C 1.03 -0.42 -6.34
C 1.09 -1.21 -7.48
C 0.29 -2.36 -7.54
H -1.12 -2.26 -4.46
H 0.16 -0.28 -4.32
H 1.57 0.52 -6.42
H 1.70 -0.92 -8.32
H 0.41 -3.03 -8.38
C -3.89 -1.02 -4.09
C -4.57 -0.66 -2.91
C -5.95 -0.54 -2.94
C -6.64 -0.76 -4.13
C -5.99 -1.09 -5.30
C -4.59 -1.19 -5.26
H -2.84 -1.20 -3.92
H -4.12 -0.47 -1.95
H -6.45 -0.33 -2.00
H -7.72 -0.73 -4.13
H -6.48 -1.26 -6.24
H -4.03 -1.49 -6.14
C 1.83 -3.51 -1.07
C 1.98 -2.64 -2.15
C 2.87 -1.55 -2.02
C 3.59 -1.35 -0.85
C 3.47 -2.32 0.15
C 2.61 -3.40 0.08
H 1.21 -4.38 -1.26
H 1.35 -2.72 -3.02
H 2.89 -0.88 -2.86
H 4.25 -0.50 -0.82
H 4.12 -2.19 1.01
H 2.64 -4.08 0.92
C -1.77 -3.72 2.24
C -3.02 -4.17 2.64
C -3.80 -4.99 1.83
C -3.21 -5.52 0.70
C -1.96 -5.07 0.28
C -1.23 -4.15 1.02
H -1.21 -3.03 2.85
H -3.39 -3.77 3.58
H -4.75 -5.38 2.15
H -3.66 -6.25 0.03
H -1.52 -5.36 -0.67
H -0.34 -3.72 0.58
*
```

Results of the Löwdin charge analysis, in e, for atoms 1 through 2: C -0.053; C -0.191

Record 6
Molecular formula: C21H31F5P2V
Method: DFT, wB97M-V/def2-TZVPD

Results
Gap between HOMO and LUMO (alpha / beta), eV: 7.587 / 7.722
HOMO (alpha / beta), eV: -7.453 / -7.759
⟨S²⟩: 3.767
Max |F|, eV Å⁻¹: 3.44

```
! RIJCOSX wB97M-V def2-TZVPD def2/J DEFGRID3
* xyz 0 4
P 0.20 -1.48 -1.71
P -0.09 1.60 -1.60
C -0.17 -0.60 -3.31
C 0.36 0.84 -3.24
H -1.27 -0.59 -3.41
H 0.23 -1.15 -4.17
H 1.46 0.83 -3.28
H 0.00 1.44 -4.08
C -1.74 2.35 -1.94
H -2.01 2.99 -1.09
H -2.49 1.56 -2.01
H -1.74 2.94 -2.86
C 0.99 3.08 -1.52
H 0.95 3.68 -2.44
H 2.02 2.76 -1.33
H 0.67 3.70 -0.67
C -0.88 -2.97 -1.79
H -0.65 -3.69 -1.00
H -0.76 -3.44 -2.77
H -1.92 -2.65 -1.69
C 1.86 -2.20 -2.00
H 2.61 -1.40 -1.96
H 1.92 -2.72 -2.96
H 2.08 -2.91 -1.19
V 0.00 0.00 0.00
C 0.58 1.76 -7.28
C -0.74 1.81 -7.03
C -1.86 0.99 -7.61
C -1.49 -0.34 -8.32
C -0.76 -1.31 -7.41
C 0.54 -1.37 -7.12
C 1.68 -0.51 -7.59
C 1.33 0.86 -8.22
C 0.04 -1.49 1.50
H 1.20 2.45 -6.71
H -1.07 2.54 -6.30
H -2.44 1.61 -8.31
H -2.56 0.75 -6.79
H -2.42 -0.80 -8.65
H -0.91 -0.13 -9.22
H -1.41 -2.03 -6.91
H 0.84 -2.15 -6.42
H 2.29 -1.08 -8.31
H 2.35 -0.33 -6.73
H 2.28 1.35 -8.49
H 0.79 0.71 -9.16
H 0.70 -1.19 2.32
H 0.36 -2.48 1.16
H -0.98 -1.59 1.91
F -2.41 0.51 2.02
C -1.39 1.32 2.39
C -0.20 1.32 1.65
C 0.86 2.15 2.03
F 2.02 2.14 1.32
C 0.73 2.98 3.15
F 1.76 3.78 3.53
C -0.46 2.97 3.89
F -0.58 3.77 4.98
C -1.52 2.14 3.51
F -2.67 2.14 4.23
*
```

Results of the Löwdin charge analysis, in e, for atoms 1 through 2: P 0.751; P 0.760

Record 7
Molecular formula: C2H2NO3
Method: DFT, wB97M-V/def2-TZVPD

Results
Gap between HOMO and LUMO, eV: 8.362
HOMO, eV: -4.615
Relative energy (zero: lowest compared OMol25 entry of this formula, charge and spin), kJ/mol: 196.2
Max |F|, eV Å⁻¹: 3.11

```
! RIJCOSX wB97M-V def2-TZVPD def2/J DEFGRID3
* xyz -1 1
C 1.68 1.29 0.27
C -2.39 0.90 0.05
N 2.65 1.89 0.54
O -0.39 -0.45 0.21
O -3.18 0.38 0.70
O -1.98 1.72 -0.67
H 0.91 0.42 0.07
H -0.68 -0.23 1.16
*
```

Results of the Löwdin charge analysis, in e, for atoms 1 through 2: C -0.173; C -0.522